Entry 1:
The following is a quantum chemistry calculation of a single C4H5FOS molecule, from OMol25.

The calculation puts the HOMO energy at -9.25 eV. As for the SMILES: C=COC(=S)CF. The calculation puts the total energy at -19827.195 eV. As for the total charge: 0.

The geometry in XYZ format:
```
12
Properties=species:S:1:pos:R:3:forces:R:3:lowdin_charge:R:1
C -1.243 1.184 0.266 -1.311 0.517 1.315 -0.26
C -1.404 -0.223 -0.075 1.471 -2.346 -0.868 -0.80
C 1.037 -0.351 -0.196 -0.978 1.841 0.126 -0.20
C 2.063 -1.153 -0.172 0.517 -1.756 0.989 0.04
H -0.803 1.254 1.250 0.166 -0.006 0.574 0.14
H -2.209 1.641 0.277 -0.698 0.307 0.183 0.11
H 1.084 0.764 -0.187 0.133 -1.385 -0.258 0.13
H 3.068 -0.761 -0.143 -0.006 -0.039 -0.067 0.06
H 1.873 -2.232 0.055 0.396 0.992 -0.709 0.09
O -0.233 -0.921 -0.218 -0.340 0.348 0.071 -0.10
F -0.476 1.874 -0.586 0.982 1.076 -1.557 -0.01
S -2.756 -1.076 -0.271 -0.333 0.453 0.202 0.80
```
Forces are in eV/Å.



Entry 2:
The following is a quantum chemistry calculation of a molecular structure, C28H48NNaO3S, from OMol25.

The calculation puts the HOMO energy at -5.12 eV. The calculation puts the total energy at -52696.480 eV. As for the total charge: 0.

The geometry in XYZ format:
```
82
Properties=species:S:1:pos:R:3:forces:R:3:lowdin_charge:R:1
Na -3.126 -12.890 12.982 1.433 -0.500 0.403 0.50
C -0.411 -13.845 15.056 0.400 0.226 0.543 -0.08
C -1.462 -14.097 15.981 -0.240 -0.581 -0.189 -0.16
C -2.155 -15.257 15.466 0.109 0.922 -0.062 -0.18
C -1.454 -15.626 14.296 -0.518 -1.936 0.100 -0.10
C -0.322 -14.879 14.100 0.117 1.760 -0.305 -0.27
C 0.810 -15.069 13.107 -0.033 -0.141 0.635 -0.56
C 1.154 -13.692 12.507 0.250 -0.130 -1.364 -0.06
C 2.025 -15.631 13.897 -0.011 0.624 0.531 -0.06
C 0.425 -16.123 12.077 0.541 -0.513 -1.659 -0.08
C -3.404 -16.046 15.881 0.798 0.410 -0.819 -0.53
C -2.967 -17.302 16.662 -0.439 -0.249 0.587 -0.05
C -4.388 -15.139 16.645 -0.329 -0.379 -0.207 -0.05
C -4.099 -16.526 14.569 -0.596 0.811 0.154 -0.07
C -1.555 -13.361 17.344 1.088 0.431 -1.546 -0.53
C -0.265 -12.460 17.497 -0.057 0.076 0.086 -0.09
C -1.511 -14.346 18.501 -0.149 -0.102 0.954 -0.06
C -2.734 -12.395 17.372 -1.381 0.367 1.245 -0.07
H 0.237 -12.982 15.117 0.284 -0.186 0.093 0.07
H -1.639 -16.561 13.788 -0.121 -0.038 -0.227 0.09
H 1.611 -13.038 13.242 -0.101 0.060 0.242 0.06
H 0.260 -13.186 12.096 0.200 -0.253 0.320 0.07
H 1.869 -13.731 11.649 -0.264 -0.290 0.558 0.08
H 2.321 -14.894 14.683 -0.221 -0.587 -0.495 0.09
H 2.904 -15.816 13.266 -0.173 -0.053 -0.037 0.07
H 1.716 -16.563 14.403 0.232 0.368 -0.220 0.09
H -0.475 -15.838 11.484 0.391 -0.258 0.549 0.08
H 0.293 -17.135 12.520 -0.266 0.782 -0.025 0.08
H 1.243 -16.300 11.309 -0.631 0.456 0.795 0.09
H -2.353 -17.075 17.545 -0.179 0.209 -0.219 0.07
H -2.353 -17.989 16.050 -0.428 0.442 0.067 0.09
H -3.860 -17.840 17.034 0.285 -0.052 -0.176 0.08
H -4.021 -14.929 17.650 -0.279 0.006 -0.145 0.05
H -5.372 -15.620 16.689 0.067 -0.190 0.370 0.07
H -4.595 -14.181 16.134 0.503 -0.351 0.039 0.07
H -3.539 -17.318 14.059 -0.093 0.389 0.047 0.07
H -4.220 -15.622 13.902 0.090 -1.064 0.443 0.08
H -5.106 -16.925 14.793 0.289 0.086 -0.026 0.08
H 0.677 -13.057 17.484 -0.715 0.397 -0.293 0.09
H -0.286 -11.954 18.481 -0.164 -0.162 -0.316 0.07
H -0.241 -11.648 16.719 0.079 -0.861 0.625 0.08
H -0.628 -14.987 18.389 -0.059 0.221 0.143 0.09
H -2.363 -15.033 18.611 0.131 0.326 -0.371 0.05
H -1.464 -13.795 19.467 0.171 -0.287 -0.443 0.09
H -3.103 -12.100 16.388 0.311 -0.119 -0.115 0.06
H -2.463 -11.454 17.904 -0.278 -0.533 -0.104 0.08
H -3.627 -12.843 17.893 0.837 0.528 -0.344 0.08
C -3.101 -13.703 9.494 0.557 1.082 -0.185 -0.08
O -3.782 -13.596 10.759 -1.104 0.045 -0.858 -0.23
C -5.197 -13.279 10.573 1.040 1.279 -0.235 -0.17
C -5.920 -13.455 11.883 -0.346 -1.300 -0.103 -0.18
O -5.212 -12.911 12.976 -1.681 1.167 0.285 -0.20
C -5.955 -11.891 13.707 -0.162 -1.536 0.380 -0.13
C -5.219 -10.601 13.692 1.240 0.321 -0.488 -0.17
O -3.800 -10.855 13.942 -1.029 0.859 0.142 -0.24
C -3.154 -9.587 14.132 0.692 -0.129 0.468 -0.09
H -3.628 -14.378 8.786 0.374 0.195 0.574 0.10
H -2.058 -14.009 9.698 -0.694 -0.343 0.000 0.09
H -2.974 -12.691 9.008 -0.543 -0.813 0.472 0.07
H -5.651 -13.917 9.825 -0.010 -0.484 -0.176 0.12
H -5.303 -12.238 10.163 0.310 -0.621 0.477 0.11
H -6.033 -14.529 12.076 0.185 0.006 0.013 0.14
H -6.957 -13.090 11.811 0.425 0.212 -0.063 0.13
H -6.102 -12.237 14.746 0.325 -0.050 -0.374 0.14
H -6.963 -11.830 13.272 0.345 0.398 0.111 0.13
H -5.630 -9.955 14.473 0.091 0.114 -0.078 0.13
H -5.285 -10.107 12.709 -0.077 0.004 0.253 0.12
H -3.565 -9.078 15.031 -0.058 -0.096 -0.717 0.10
H -3.224 -8.987 13.203 -0.114 -0.113 0.538 0.07
H -2.083 -9.746 14.379 -0.633 -0.251 -0.364 0.10
S -3.422 -9.969 10.075 0.008 0.145 0.717 0.66
C -2.394 -9.146 9.058 -0.470 -0.158 -1.121 -0.81
N -1.364 -8.356 9.468 0.546 0.097 0.871 0.04
C -0.396 -7.809 8.654 -0.939 -0.398 -0.719 -0.07
C -0.472 -8.021 7.304 0.540 0.624 0.316 -0.07
C -1.571 -8.779 6.794 -0.165 -0.471 -0.066 -0.05
C -2.544 -9.276 7.632 0.922 0.441 -0.361 -0.10
H -1.286 -8.267 10.491 0.045 -0.018 -0.764 0.15
H 0.364 -7.195 9.115 -0.058 -0.117 0.139 0.12
H 0.292 -7.524 6.669 -0.749 -0.693 0.378 0.12
H -1.604 -9.041 5.726 -0.100 0.442 0.522 0.12
H -3.413 -9.814 7.252 0.407 0.076 0.200 0.10
```
Forces are in eV/Å.



Entry 3:
The following is a quantum chemistry calculation of 2 unconnected molecules or ions with the total composition C3H8NO2P, from OMol25.

The calculation puts the HOMO energy at -9.21 eV. As for the SMILES: C#CCN.OPO. The calculation puts the total energy at -18112.318 eV. As for the total charge: 0.

The geometry in XYZ format:
```
15
Properties=species:S:1:pos:R:3:forces:R:3:lowdin_charge:R:1
C -1.673 -0.200 0.288 -0.615 2.132 2.329 -0.13
C -1.541 0.807 0.974 -0.795 -5.584 -3.729 0.11
C -1.933 -1.450 -0.403 1.188 2.272 -4.112 -0.31
N -0.632 -2.012 -0.806 0.729 -0.062 1.149 -0.03
O 3.393 1.717 0.690 -0.063 -0.047 -0.078 -0.38
O 1.460 1.287 -1.084 -0.603 -0.483 2.470 -0.38
P 1.751 1.649 0.587 0.235 0.929 -1.757 0.78
H 3.803 0.960 1.125 -0.269 0.003 -0.114 0.03
H -1.344 1.648 1.444 0.697 3.428 2.018 -0.03
H -2.450 -1.160 -1.411 0.401 -0.570 1.787 0.15
H -2.489 -2.169 0.075 -1.683 -1.128 1.608 0.08
H 0.029 -1.763 -0.017 -0.816 -1.207 -1.318 0.09
H 0.752 0.598 -0.991 0.792 0.653 -0.588 -0.01
H -0.789 -3.027 -0.916 0.832 0.726 0.284 0.07
H 1.663 3.114 0.444 -0.029 -1.061 0.051 -0.04
```
Forces are in eV/Å.



no.,largest force on an atom (eV Å⁻¹),frontier orbital gap (Eh)
1,2.90,0.3297
2,2.07,0.1699
3,6.76,0.3612